Density functional theory data (the ωB97M-V functional and the def2-TZVPD basis) for an isolated ion of composition C11H8FO2 and charge -1.

Structure (XYZ):
```
22
Properties=species:S:1:pos:R:3:mulliken_spin:R:1
C 3.165 -0.211 -0.607 -0.0278
C 3.166 1.207 -0.647 0.0340
C 2.144 -0.913 -0.072 0.0392
C 2.076 1.886 -0.210 0.0024
C 1.023 -0.223 0.356 -0.0497
C 1.037 1.114 0.340 0.8830
C -3.910 -0.493 -0.578 0.0367
C -0.145 -1.096 0.874 0.1020
C -2.248 -0.196 -0.452 -0.0165
C -1.577 -0.419 0.831 0.0114
C -1.852 0.951 0.291 0.8682
O -4.450 -0.070 -1.573 -0.0019
O -4.231 -1.136 0.412 0.0246
F -2.546 1.877 0.958 0.0361
H 4.152 -0.619 -0.828 -0.0007
H 3.917 1.593 -1.404 0.0059
H 2.159 -1.965 -0.039 0.0062
H 2.069 2.994 -0.144 0.0289
H -0.143 -1.949 0.193 -0.0023
H -0.129 -1.432 1.865 0.0009
H -1.603 -0.331 -1.314 0.0242
H -2.072 -0.569 1.749 -0.0050
```

Values from the calculation:
M in Da: 191.2
Calculated total energy in eV: -18344.2250
Frontier orbital gap (spin up / spin down) in eV: 6.56 / 6.21
Multiplicity: 3
⟨S²⟩: 2.0121
Charge: -1
E_LUMO (spin up / spin down) in eV: 3.09 / 2.10

***

Density functional theory data (the ωB97M-V functional and the def2-TZVPD basis) for a 2-piece molecular cluster, C11H8N2O overall.

Structure (XYZ):
```
22
Properties=species:S:1:pos:R:3:mulliken_spin:R:1
C -0.346 -2.407 -1.258 -0.0113
C 0.869 2.900 -0.408 0.1251
C -0.408 2.699 0.147 -0.0395
C 1.701 1.826 -0.442 -0.0553
C -0.865 1.547 0.660 0.0857
C 1.259 0.605 0.108 0.0909
C -0.041 0.412 0.491 0.0786
C 2.032 -0.566 0.342 0.0454
C -2.754 -2.024 -0.784 -0.1325
C -1.462 -2.028 -0.642 0.6634
C -0.129 -0.963 0.928 0.4004
N 0.749 -2.467 -1.656 0.3303
N 1.111 -1.547 0.878 0.0703
O 3.241 -0.769 0.376 0.2359
H 1.188 3.888 -0.622 0.0099
H -1.077 3.634 0.336 -0.0016
H 2.748 1.900 -0.750 0.0004
H -1.752 1.625 1.215 0.0039
H -3.514 -1.620 -0.138 0.0300
H -3.141 -2.716 -1.599 0.0580
H -0.832 -1.406 1.615 0.0116
H 1.423 -2.523 1.204 0.0005
```

Values from the calculation:
M in Da: 184.2
Calculated total energy in eV: -16558.7938
Frontier orbital gap (spin up / spin down) in eV: 6.20 / 6.90
Multiplicity: 3
⟨S²⟩: 2.0493
ΔE to the lowest compared entry with this formula, charge and spin in kcal per mole: 26.9
E_LUMO (spin up / spin down) in eV: -0.08 / -2.51

***

Density functional theory data (the ωB97M-V functional and the def2-TZVPD basis) for one molecule with the formula C11H8O.

Structure (XYZ):
```
20
Properties=species:S:1:pos:R:3:nbo_charge:R:1
O -2.015 2.760 1.601 -0.5385
C -1.400 2.183 0.702 0.3946
C -0.819 0.800 0.945 -0.1201
C -0.658 0.446 2.249 -0.1817
C 0.254 -0.596 2.485 -0.2084
C 0.699 -1.391 1.415 -0.1634
C 0.481 -0.976 0.034 -0.0722
C 1.178 -1.614 -1.004 -0.1818
C 0.986 -1.159 -2.328 -0.2012
C 0.173 0.034 -2.578 -0.2152
C -0.548 0.595 -1.559 -0.1860
C -0.268 0.138 -0.201 -0.0590
H -1.365 2.767 -0.256 0.1451
H -1.114 1.158 2.995 0.2607
H 0.980 -0.721 3.474 0.2314
H 1.415 -2.217 1.615 0.2166
H 1.865 -2.423 -0.847 0.2186
H 1.476 -1.547 -3.293 0.2230
H -0.027 0.307 -3.566 0.2100
H -1.294 1.455 -1.883 0.2275
```

Values from the calculation:
Structure (SMILES): O=Cc1cccc2ccccc12
M in Da: 156.2
Calculated total energy in eV: -13582.4069
Frontier orbital gap in eV: 8.26
ΔE to the lowest compared entry with this formula, charge and spin in kcal per mole: 35.7
E_LUMO in eV: -0.28

***

Density functional theory data (the ωB97M-V functional and the def2-TZVPD basis) for C11H9AuBrFN3O4 as an isolated structure.

Structure (XYZ):
```
30
Properties=species:S:1:pos:R:3:nbo_charge:R:1
Au 0.459 -1.098 0.747 1.5162
O -4.160 2.295 2.347 -0.6461
C -3.975 1.367 3.227 0.7757
O -4.653 1.232 4.217 -0.5506
C -2.856 0.384 3.031 -0.2088
C -2.566 -0.654 3.913 0.0664
N -1.518 -1.319 3.425 -0.2870
N -1.112 -0.779 2.287 -0.2985
C -1.891 0.254 2.008 0.0621
C -1.625 1.041 0.745 0.7793
O -2.339 1.993 0.484 -0.5702
O -0.650 0.616 0.060 -0.6903
H -3.534 2.313 1.562 0.5187
H -3.071 -0.901 4.825 0.2797
H -1.041 -2.129 3.808 0.4571
C 1.728 1.521 -3.924 -0.6437
C 2.137 0.383 -3.067 -0.0096
C 3.210 -0.455 -3.380 -0.1058
C 3.535 -1.498 -2.535 -0.2373
C 2.783 -1.697 -1.379 0.1265
Br 3.220 -3.118 -0.219 0.1841
N 1.759 -0.898 -1.079 -0.4792
C 1.444 0.102 -1.886 0.0481
H 2.364 1.605 -4.799 0.2392
H 1.777 2.452 -3.359 0.2456
H 0.695 1.396 -4.245 0.2456
H 3.789 -0.294 -4.279 0.2470
H 4.357 -2.157 -2.753 0.2639
H 0.600 0.705 -1.572 0.2587
F 1.133 -2.665 1.790 -0.5864
```

Values from the calculation:
M in Da: 543.1
Calculated total energy in eV: -100657.0617
Frontier orbital gap in eV: 5.69
ΔE to the lowest compared entry with this formula, charge and spin in kcal per mole: 0.0
Charge: +1
E_LUMO in eV: -7.50

***

Density functional theory data (the ωB97M-V functional and the def2-TZVPD basis) for C11H9AuF3O10P2S as an isolated structure.

Structure (XYZ):
```
37
Properties=species:S:1:pos:R:3:nbo_charge:R:1
Au 0.567 -1.144 0.399 1.3594
O 2.142 -0.060 3.825 -1.0344
P 1.090 0.741 2.947 2.5607
O 0.269 1.698 3.689 -1.1034
O 0.227 -0.336 2.195 -1.1125
O 2.008 1.458 1.831 -1.1126
P 3.355 0.747 1.208 2.5366
O 3.832 1.903 0.193 -1.0045
O 4.330 0.598 2.324 -1.1679
O 2.900 -0.425 0.404 -1.2119
H 3.071 0.093 3.521 0.5371
H 4.551 2.394 0.605 0.5024
F 2.454 -2.078 -2.405 -0.3036
C 1.887 -3.274 -2.532 0.7033
F 2.843 -4.203 -2.547 -0.3130
F 1.240 -3.316 -3.700 -0.3171
S 0.714 -3.583 -1.151 2.3250
O 1.514 -3.518 0.061 -0.9662
O 0.058 -4.808 -1.474 -0.9164
O -0.152 -2.372 -1.221 -0.9897
C -4.617 0.778 0.030 -0.2138
C -3.972 -0.310 0.661 -0.2139
C -2.620 -0.453 0.581 -0.1847
C -1.840 0.486 -0.138 -0.0478
C -0.439 0.423 -0.284 0.1052
C 0.319 1.342 -0.929 -0.2995
C -0.347 2.435 -1.534 -0.2000
C -1.702 2.549 -1.455 -0.1800
C -2.479 1.589 -0.761 -0.0932
C -3.888 1.701 -0.658 -0.1779
H -5.692 0.880 0.102 0.2076
H -4.558 -1.029 1.218 0.2125
H -2.116 -1.270 1.080 0.2249
H 1.396 1.250 -0.980 0.2612
H 0.241 3.181 -2.053 0.2173
H -2.208 3.389 -1.917 0.2064
H -4.375 2.544 -1.136 0.2046
```

Values from the calculation:
M in Da: 649.2
Calculated total energy in eV: -73294.1922
Frontier orbital gap in eV: 7.66
ΔE to the lowest compared entry with this formula, charge and spin in kcal per mole: 0.0
Charge: -1
E_LUMO in eV: 1.21

***

Density functional theory data (the ωB97M-V functional and the def2-TZVPD basis) for a 2-piece molecular cluster, C11H9Cl4F4NO2PS overall.

Structure (XYZ):
```
33
Properties=species:S:1:pos:R:3:nbo_charge:R:1
C -3.113 1.409 -0.930 -0.5329
C -2.483 1.644 -2.140 0.1578
O -1.203 1.160 -2.531 -0.5161
C -1.094 -0.231 -2.397 0.7737
O -1.241 -1.020 -3.279 -0.4361
C -0.699 -0.749 -0.961 0.0029
C -1.170 -2.016 -0.380 -0.1871
C -0.744 -2.326 0.988 0.1042
N 0.066 -1.480 1.751 -0.5859
P 0.414 -2.030 3.415 0.9075
S -1.320 -2.340 4.264 -0.4787
C 0.565 -0.277 1.224 0.1746
C 1.500 0.694 2.016 0.6038
F 2.534 0.065 2.690 -0.3012
F 2.125 1.495 1.051 -0.3025
C 0.687 1.730 2.950 0.5130
F 1.486 2.034 4.040 -0.3062
F 0.563 2.921 2.234 -0.3086
C 0.192 0.127 -0.143 -0.1682
H -3.268 0.329 -0.623 0.2001
H -3.431 2.184 -0.194 0.2568
H -3.024 2.276 -2.901 0.2313
H -1.832 -2.712 -0.953 0.2905
H -1.114 -3.276 1.456 0.2818
H 1.075 -1.053 4.206 0.0810
H 1.060 -3.294 3.347 0.0572
H -0.333 1.362 3.234 0.1709
H 0.520 1.081 -0.616 0.3050
C 2.658 0.458 -4.167 -0.2204
Cl 2.500 0.848 -2.438 0.0138
Cl 1.365 1.264 -5.071 0.0713
Cl 4.230 1.017 -4.754 0.0847
Cl 2.530 -1.296 -4.386 0.0620
```

Values from the calculation:
M in Da: 468.0
Calculated total energy in eV: -98209.1582
Frontier orbital gap in eV: 6.16
ΔE to the lowest compared entry with this formula, charge and spin in kcal per mole: 0.0
Charge: +1
E_LUMO in eV: -5.92